# C43H74N10O25

A 11-piece molecular cluster, C43H74N10O25 overall at a distorted geometry (ωB97M-V/def2-TZVPD, the Open Molecules 2025 dataset).

Values from the calculation:
Relative energy (zero: lowest compared OMol25 entry of this formula, charge and spin)   634.0 kcal per mole
Structure (SMILES)   CCOCC1=C(CC)C(=O)c2cc(CCOCCOc3ccc(C(C)(C)CC(C)(C)C)cc3)ccc2C1=O.C[N+](=O)[O-].C[N+](=O)[O-].C[N+](=O)[O-].C[N+](=O)[O-].C[N+](=O)[O-].C[N+](=O)[O-].C[N+](=O)[O-].C[N+](=O)[O-].C[N+](=O)[O-].C[N+](=O)[O-]
Gap between HOMO and LUMO   6.4 eV
Charge   0

Last column: Löwdin charge in e.
Atoms and positions in Å:
1 C 1.891 -2.311 -0.243  -0.168
2 H -1.322 -9.891 5.257  0.102
3 O 6.603 2.200 -4.472  0.045
4 O 1.688 4.624 -0.719  -0.220
5 N 5.603 -3.750 -2.215  -0.407
6 O 10.991 -0.893 -5.731  0.032
7 O -11.530 -1.194 -1.820  0.047
8 C -1.983 -4.946 3.073  -0.102
9 C 0.844 4.987 0.466  -0.162
10 H -3.422 -6.395 -2.034  0.102
11 O 1.438 5.200 3.143  0.008
12 H -12.159 -3.383 -2.603  0.096
13 H -0.507 6.608 3.328  0.090
14 C 1.509 -0.090 1.978  -0.168
15 C -0.737 4.766 0.005  -0.154
16 C -7.471 0.576 -0.176  -0.130
17 H -0.574 -2.969 5.114  0.080
18 O -3.455 -8.480 5.759  0.059
19 H -10.693 -4.095 -1.847  0.100
20 O 4.389 8.248 -1.540  0.036
21 H 3.217 5.338 0.641  0.138
22 C 2.554 -0.827 -0.526  -0.017
23 N 9.155 -3.178 -3.493  -0.414
24 C -1.228 -8.806 5.180  0.042
25 O -5.555 -4.983 -1.532  0.038
26 H 4.568 -5.555 -1.972  0.100
27 H 11.148 1.261 -7.191  0.103
28 H 3.656 -1.187 -2.706  0.087
29 C -5.998 -0.526 1.895  -0.079
30 H -0.889 5.454 -0.940  0.138
31 H -2.999 3.940 3.547  0.088
32 H 0.377 7.715 4.433  0.105
33 N 1.255 5.829 4.192  -0.389
34 H 4.597 1.489 -2.958  0.078
35 H -6.818 -1.377 1.949  0.094
36 O 5.270 -2.762 -2.879  0.017
37 C 3.090 5.010 -0.499  -0.195
38 C 1.425 -1.718 2.345  -0.040
39 H -7.374 0.686 -3.069  0.086
40 H 4.641 -4.950 -3.662  0.098
41 H 2.596 -4.852 1.995  0.154
42 C 1.176 -2.092 3.932  -0.174
43 O 9.599 -3.351 -2.352  0.049
44 H 3.283 5.978 -1.169  0.115
45 O 5.193 3.136 4.316  0.041
46 O 8.954 -4.061 -4.336  0.042
47 H 8.831 2.722 -2.217  0.101
48 C -7.725 1.423 2.306  -0.095
49 H -7.367 -1.265 -3.335  0.089
50 H -2.976 -4.875 -1.173  0.094
51 H -1.068 -3.601 1.475  0.118
52 C 2.332 0.344 0.624  -0.016
53 H -8.603 0.613 2.307  0.093
54 N -4.684 -4.759 -2.380  -0.425
55 H 1.836 8.766 -1.625  0.099
56 H -0.564 6.329 5.102  0.106
57 H -1.088 -2.290 3.358  0.073
58 C -3.460 3.602 2.501  -0.002
59 H -8.824 -0.378 -2.478  0.081
60 H -5.003 -1.771 -1.581  0.080
61 O -2.738 -7.617 3.863  0.014
62 H -4.669 -0.151 -0.580  0.062
63 O -10.554 -2.166 -0.100  0.026
64 H -8.618 0.428 0.098  0.129
65 C -6.623 0.820 1.201  -0.450
66 H 6.107 -5.663 -2.906  0.103
67 C 1.600 -2.793 1.331  -0.027
68 H 1.678 -3.132 4.139  0.113
69 C 3.984 1.161 -2.002  0.023
70 O 8.523 1.200 -4.058  0.041
71 H 4.445 4.106 -2.103  0.117
72 H -2.666 -5.037 -2.935  0.098
73 H -7.409 1.584 -0.804  0.119
74 H -0.832 3.638 -0.292  0.143
75 O 3.838 7.637 -3.583  0.053
76 H -8.016 -2.676 -1.589  0.081
77 N -11.197 -2.183 -1.157  -0.415
78 H -5.774 -0.243 3.033  0.085
79 H 9.468 1.049 -6.569  0.083
80 C -6.939 -0.638 -1.136  -0.474
81 H 8.076 -1.409 -3.190  0.093
82 O -4.838 -4.121 -3.427  0.047
83 C 10.226 0.679 -7.262  0.044
84 O 6.246 -3.733 -1.159  0.059
85 C 3.420 -0.403 -1.853  0.032
86 C -7.650 -0.374 -2.628  -0.110
87 H 2.610 3.429 4.126  0.061
88 H -0.675 -1.076 4.855  0.083
89 H 8.455 -1.776 -4.908  0.095
90 H 2.335 2.495 5.637  0.102
91 H -0.566 -8.534 4.356  0.097
92 H -4.974 -0.885 1.450  0.089
93 H 1.404 -4.922 0.536  0.132
94 O 4.540 3.064 6.419  0.049
95 C -3.635 3.708 -0.296  -0.004
96 C -4.701 2.501 2.496  -0.007
97 C -5.315 -0.629 -1.429  -0.079
98 H -3.228 4.146 -1.311  0.089
99 H 1.713 -1.273 4.582  0.112
100 C 2.971 2.614 4.757  0.027
101 C -2.859 4.235 1.088  -0.139
102 C 4.199 3.894 -0.975  -0.144
103 O 0.475 -4.875 2.473  -0.230
104 C -5.433 1.950 1.096  -0.090
105 N 3.655 8.266 -2.534  -0.434
106 H 9.756 -1.197 -3.812  0.078
107 C 3.705 2.335 -0.854  -0.099
108 H -5.370 2.242 -1.315  0.088
109 N 10.547 -0.720 -6.872  -0.410
110 H -0.876 -8.371 6.118  0.103
111 H 5.195 4.077 -0.365  0.128
112 O 0.936 0.767 2.831  -0.052
113 O 1.989 5.811 5.187  0.070
114 H -7.310 1.437 3.403  0.075
115 H 2.777 10.152 -2.293  0.102
116 O 1.654 -3.080 -1.311  -0.056
117 C -0.853 -4.684 1.868  -0.229
118 H 9.847 0.682 -8.286  0.098
119 O -1.711 5.200 1.041  -0.177
120 O 10.346 -1.603 -7.714  0.063
121 C 5.196 -5.085 -2.732  0.044
122 C -7.508 -2.143 -0.679  -0.077
123 C -0.441 -2.098 4.329  -0.103
124 H -1.503 -5.028 4.137  0.077
125 C 2.443 9.125 -2.458  0.039
126 C -11.604 -3.518 -1.673  0.040
127 H 2.667 2.678 1.334  0.097
128 N 4.346 2.967 5.202  -0.418
129 C 8.834 -1.779 -3.884  0.005
130 H -8.221 2.425 1.955  0.099
131 N 7.650 2.047 -3.832  -0.402
132 H 3.036 1.678 4.198  0.085
133 H 1.893 9.045 -3.398  0.098
134 C 1.563 -4.410 1.599  -0.151
135 H -8.249 -1.933 0.226  0.069
136 C 2.876 1.887 0.497  0.072
137 C 7.877 2.969 -2.686  0.050
138 N -2.584 -8.255 4.911  -0.405
139 H -1.100 -5.514 1.048  0.130
140 H 1.056 6.081 0.840  0.132
141 H 1.072 4.199 1.305  0.104
142 C -3.328 -5.310 -2.110  0.040
143 H -5.148 -0.104 -2.478  0.088
144 H -5.097 2.031 3.508  0.081
145 C 0.043 6.689 4.268  0.057
146 H 7.053 2.829 -1.983  0.087
147 H -2.775 -4.067 3.131  0.084
148 H -2.601 -5.931 2.895  0.050
149 H -6.568 -2.726 -0.299  0.068
150 C -4.866 2.618 -0.302  -0.014
151 H -12.232 -3.987 -0.913  0.101
152 H 7.893 3.987 -3.081  0.107

=====

# C43H77BIN11O4

A 11-piece molecular cluster, C43H77BIN11O4 overall at a distorted geometry (ωB97M-V/def2-TZVPD, the Open Molecules 2025 dataset).

Values from the calculation:
Structure (SMILES)   CN(C)B(O)OC(=O)OI.CCCC#N.CCCC#N.CCCC#N.CCCC#N.CCCC#N.CCCC#N.CCCC#N.CCCC#N.CCCC#N.CCCC#N
Gap between HOMO and LUMO   8.1 eV
Charge   0

Last column: Löwdin charge in e.
Atoms and positions in Å:
1 H 4.233 2.160 -3.471  0.066
2 H -10.583 -3.114 -1.522  0.118
3 H 2.038 -7.383 4.022  0.099
4 H 2.197 -6.928 2.335  0.111
5 C 4.327 1.392 -4.238  -0.048
6 N -4.715 0.340 4.546  0.180
7 C 6.653 -9.292 6.242  -0.187
8 C 2.849 -1.834 -0.543  -0.262
9 N 0.751 5.552 -3.214  0.157
10 C 0.021 1.185 -5.169  -0.671
11 H -6.636 4.155 -0.442  0.071
12 C -8.091 2.859 -2.494  -0.186
13 H 2.569 -2.887 -2.421  0.081
14 C 1.734 -2.548 0.225  -0.203
15 N 5.307 0.853 -0.816  0.170
16 H -7.105 4.497 -3.454  0.109
17 H 0.039 -6.105 3.278  0.073
18 C 3.496 -5.867 3.691  -0.212
19 H 4.136 0.433 -3.758  0.060
20 H 0.909 -5.190 4.509  0.079
21 H 5.339 1.399 -4.639  0.080
22 C 4.503 5.180 -1.902  -0.103
23 C -6.841 4.751 -1.332  -0.103
24 H -2.073 4.246 -3.294  0.108
25 B 2.339 0.643 -5.301  -0.704
26 C -5.178 1.327 4.900  -0.221
27 C -8.322 -2.078 -0.273  -0.123
28 H 3.713 5.621 -2.512  0.063
29 C 5.739 6.070 -1.878  -0.260
30 H 9.669 -0.143 -1.013  0.106
31 O 1.130 0.752 -4.531  0.083
32 C 0.973 -5.587 3.494  -0.102
33 H 1.722 -1.335 -2.339  0.059
34 H 3.705 3.714 -5.123  0.079
35 C 3.811 -4.772 2.775  -0.210
36 H 1.824 -1.144 -5.841  0.109
37 C -1.976 1.394 1.010  -0.247
38 H -5.161 1.207 2.137  0.042
39 H 7.506 -1.376 -0.852  0.120
40 C -8.518 -3.431 -0.947  -0.261
41 O -0.017 1.480 -6.370  0.103
42 C -5.796 2.574 5.344  -0.186
43 H -7.419 0.434 6.229  0.073
44 H 5.542 6.787 -3.912  0.121
45 H -8.165 2.300 -3.428  0.119
46 H 6.537 -10.321 5.900  0.122
47 H -2.698 7.521 -0.566  0.069
48 H -6.945 3.376 6.959  0.107
49 C 8.733 0.362 -1.256  -0.261
50 H -3.553 -0.723 0.398  0.102
51 I -0.944 1.158 -2.398  1.143
52 H 8.822 1.388 -0.896  0.111
53 H 2.372 3.318 -6.195  0.089
54 H -2.681 0.834 2.888  0.099
55 H -7.934 -4.195 -0.431  0.110
56 H -4.067 -1.059 2.044  0.101
57 H 1.049 -4.743 2.806  0.058
58 C -2.015 6.717 -0.842  -0.105
59 H -10.090 -4.798 -1.553  0.115
60 C -3.764 -0.262 1.366  -0.259
61 C 7.821 -8.616 5.515  -0.259
62 H 8.444 -0.663 -3.145  0.077
63 C -0.293 5.222 -2.873  -0.229
64 H -8.885 -1.298 -0.781  0.053
65 C -7.757 1.435 6.500  -0.107
66 H 8.519 -8.157 3.520  0.074
67 C 0.442 -1.888 0.039  -0.205
68 O -1.099 1.140 -4.419  -0.518
69 H -1.038 7.162 -1.035  0.071
70 H -9.044 3.372 -2.350  0.121
71 C 6.772 5.106 -3.925  -0.238
72 C 2.160 -6.533 3.352  -0.258
73 H 1.650 -3.586 -0.103  0.120
74 H -2.633 6.656 -2.906  0.111
75 H -1.531 4.093 -1.635  0.045
76 H 3.471 -1.379 -2.556  0.055
77 C -6.582 2.395 6.647  -0.261
78 C 5.391 -8.586 6.029  -0.211
79 H 4.732 4.192 -2.305  0.053
80 C 6.304 6.331 -3.279  -0.193
81 H 4.300 -6.597 3.648  0.085
82 H -6.003 3.342 -2.729  0.111
83 N -7.755 1.165 -0.539  0.179
84 H 6.844 -9.331 7.315  0.119
85 N 4.048 -3.906 2.060  0.165
86 C -6.943 3.873 -2.574  -0.256
87 H -1.715 -0.379 2.058  0.098
88 N -1.627 2.238 0.312  0.081
89 H -4.644 1.515 0.475  0.067
90 H 7.929 -7.592 5.876  0.112
91 C -4.906 0.733 1.192  -0.115
92 H 6.771 -8.056 3.696  0.062
93 H -7.272 -1.790 -0.286  0.059
94 H -7.768 5.303 -1.165  0.077
95 H 6.512 5.621 -1.251  0.109
96 H 3.478 -5.483 4.711  0.115
97 H -6.035 5.476 -1.440  0.059
98 C -9.988 -3.864 -0.998  -0.198
99 H -5.795 0.235 0.819  0.034
100 H -3.523 5.567 -1.857  0.090
101 H -8.646 -2.106 0.769  0.075
102 H 9.354 0.843 -3.271  0.074
103 H -1.918 6.045 0.012  0.076
104 C 7.656 -8.617 4.000  -0.104
105 N 4.401 -8.035 5.854  0.170
106 H -5.010 3.320 5.472  0.119
107 C 6.317 0.326 -0.676  -0.221
108 C 2.636 -1.861 -2.051  -0.092
109 C 8.522 0.358 -2.765  -0.102
110 O 2.602 -0.588 -5.830  0.216
111 H 8.736 -9.145 5.785  0.108
112 H 1.965 -2.570 1.288  0.086
113 H 7.141 7.030 -3.229  0.115
114 C -7.902 1.908 -1.401  -0.203
115 H -8.308 1.357 7.437  0.072
116 C -10.555 -4.060 0.335  -0.243
117 H 7.822 -0.391 0.566  0.117
118 H 3.789 -2.324 -0.293  0.088
119 C -1.628 4.796 -2.463  -0.228
120 C -2.488 0.375 1.917  -0.197
121 H 2.166 3.221 -4.436  0.076
122 N 3.352 1.666 -5.336  -0.060
123 H -5.910 2.042 7.430  0.111
124 C 7.603 -0.347 -0.502  -0.191
125 H 4.109 5.040 -0.896  0.075
126 H -6.454 2.935 4.551  0.122
127 H -8.449 1.778 5.730  0.078
128 N -11.000 -4.211 1.381  0.141
129 H -8.145 -3.387 -1.972  0.106
130 N 7.138 4.145 -4.432  0.149
131 H 7.561 -9.634 3.616  0.078
132 N -0.571 -1.378 -0.135  0.141
133 C 2.858 3.041 -5.264  -0.074
134 C -2.530 5.968 -2.065  -0.254
135 H 5.490 7.034 -1.432  0.106
136 H 2.930 -0.801 -0.199  0.102
137 H 7.615 0.894 -3.041  0.060